DFT (ωB97M-V with the def2-TZVPD basis set) results for a structure of composition C21H14Co2NO7 in a non-equilibrium geometry.

Geometry as XYZ:
```
45
Properties=species:S:1:pos:R:3:forces:R:3
O -2.5864 2.5340 0.9563 0.347 -0.088 0.186
C -1.6505 1.9261 1.2471 -0.319 -0.372 -0.273
Co -0.2338 1.0240 1.6814 -0.101 -0.250 -0.920
C 0.8261 2.3621 1.1673 0.506 1.101 -0.998
O 1.3858 3.2881 0.7521 -0.446 -0.906 0.431
C -0.5061 0.5210 3.3422 -0.534 -0.004 0.932
O -0.7904 0.2839 4.4373 0.005 -0.067 -0.257
C -0.5942 -0.4485 0.4629 -2.464 0.890 -1.449
C -1.9042 -1.0955 0.4225 -0.692 -1.186 -0.059
C -2.7286 -1.1511 1.5702 -0.179 0.028 -0.210
C -4.0450 -1.6101 1.5049 0.334 -0.115 -0.140
C -4.5604 -2.1117 0.3044 0.158 0.169 -0.181
C -3.7460 -2.1268 -0.8351 0.292 -0.082 0.277
C -2.4237 -1.6599 -0.7697 -0.298 0.183 0.311
C 0.2112 -0.1387 -0.6743 -3.621 0.688 -2.055
C 0.0689 0.2596 -1.9387 0.546 -0.072 0.077
Co 1.1571 -0.7149 0.6667 5.157 -1.419 2.423
C 1.5274 -0.9320 2.4067 1.070 -1.232 1.203
O 2.0070 -1.2455 3.4176 -0.953 0.810 -1.163
C 1.8583 -2.2292 -0.0158 0.162 -0.951 -0.164
O 2.4275 -3.1281 -0.4593 -0.706 1.069 0.443
C 2.5072 0.3383 0.2264 2.518 0.861 -0.117
O 3.4575 0.9422 -0.0461 -1.790 -0.765 0.205
H -2.3273 -0.7940 2.5231 -0.259 -0.052 -0.484
H -4.6681 -1.5630 2.4014 0.172 -0.139 -0.256
H -5.5840 -2.4874 0.2571 0.238 0.164 -0.018
H -4.1327 -2.5145 -1.7852 0.145 0.100 0.394
H -1.7818 -1.7162 -1.6523 -0.231 0.142 0.269
H 0.9629 0.5022 -2.5219 -0.450 -0.163 -0.195
H -0.9359 0.3425 -2.3691 0.435 0.312 0.045
C 2.8520 6.4057 6.4548 -0.280 -0.745 0.051
O 2.6786 4.9792 6.6118 0.025 0.415 0.021
C 2.0124 4.2592 5.6649 -0.009 -0.088 -0.726
C 2.1752 2.8510 5.6845 -0.139 0.731 -0.087
C 1.6620 2.1205 4.6210 -0.036 0.849 0.208
N 1.0244 2.6872 3.5920 0.164 1.250 1.460
C 0.7491 3.9940 3.6388 0.530 -0.427 0.850
C 1.2250 4.8398 4.6446 0.347 -0.367 0.346
H 3.5682 6.6755 7.2323 -0.117 0.027 -0.126
H 3.2611 6.6667 5.4692 -0.150 -0.187 0.164
H 1.9084 6.9399 6.6263 0.159 -0.104 -0.091
H 2.7070 2.3403 6.4852 -0.043 0.327 -0.104
H 1.7529 1.0328 4.6383 0.066 0.253 -0.302
H 0.1072 4.4145 2.8628 0.268 -0.242 -0.088
H 0.9994 5.9074 4.5934 0.172 -0.345 0.166
```
Forces are in eV/Å.

Computed properties:
**Highest occupied orbital energy**: -3.496 eV
**Total charge**: -1
**Energy above the lowest of the compared OMol25 structures with the same formula, charge and spin**: 0.0 kJ/mol
**Multiplicity**: 1